(1)
Molecular formula: C3H9N3
Method: DFT, the ωB97M-V functional and the def2-TZVPD basis

Its HOMO energy is -7.76 eV. The calculation puts the energy above the lowest of the compared OMol25 structures with the same formula, charge and spin at 3.955 eV. The charge is 0.

Cartesian coordinates (Å):
C1 -1.290995 0.867026 -0.002614
N1 0.214494 0.783034 -0.027293
N2 0.914226 1.622650 0.737691
H1 0.603990 2.574482 0.552690
H2 -1.573069 1.899462 -0.205644
H3 -1.738526 0.215931 -0.744605
H4 -1.614614 0.592360 1.000441
C2 -0.005995 -1.740459 -0.500924
C3 0.757386 -0.619084 0.128299
N3 1.750097 -0.800751 0.869417
H5 2.033386 0.094059 1.294911
H6 0.504874 0.621798 -1.159736
H7 -0.332632 -1.508087 -1.513912
H8 0.651034 -2.603919 -0.534803
H9 -0.873658 -1.998504 0.106083

Force components x, y, z for each atom (eV/Å):
C 0.407 0.088 0.268
N 0.003 -1.877 -3.492
N 0.565 1.093 0.702
H -0.138 -0.199 -0.128
H 0.155 -0.082 0.011
H 0.029 -0.121 -0.124
H 0.060 0.037 -0.025
C 0.077 0.136 -0.300
C 0.087 -0.549 2.055
N -0.092 -0.168 -0.375
H -0.195 0.070 -0.214
H -0.816 1.559 1.680
H -0.097 -0.041 -0.042
H 0.025 0.003 0.003
H -0.069 0.052 -0.019

(2)
Molecular formula: C20H18AuN5OS
Method: DFT, the ωB97M-V functional and the def2-TZVPD basis

Its HOMO energy is -7.45 eV. The calculation puts the energy above the lowest of the compared OMol25 structures with the same formula, charge and spin at 0.247 eV. The charge is 0.

Cartesian coordinates (Å):
Au1 0.020742 0.046396 0.284270
N1 -0.900804 2.370068 3.774067
C1 -0.463014 1.508233 2.821806
S1 -1.173110 1.718762 1.235540
N2 0.449635 0.649873 3.149275
N3 0.827075 -0.176088 2.104216
C2 1.622377 -1.145445 2.386352
C3 2.128965 -2.142222 1.479372
C4 2.810171 -3.222650 2.066288
C5 3.358989 -4.226869 1.306021
C6 3.244722 -4.157638 -0.084027
C7 2.592938 -3.110392 -0.693263
C8 2.014192 -2.078208 0.065328
O1 1.458358 -1.082316 -0.593200
H1 -1.756807 2.871095 3.620965
H2 -0.634929 2.174012 4.724188
H3 1.917244 -1.206680 3.430307
H4 2.894650 -3.253486 3.145928
H5 3.871498 -5.054305 1.776055
H6 3.672602 -4.940024 -0.698040
H7 2.505809 -3.054678 -1.769317
C9 -0.250233 0.986293 -2.574637
N4 -0.891260 0.229180 -1.502541
C10 -2.025403 -0.398473 -1.702037
C11 -2.619862 -1.264126 -0.792845
C12 -3.853598 -1.957375 -0.892700
C13 -3.951812 -2.721546 0.245554
C14 -2.766776 -2.471092 0.987889
N5 -1.972710 -1.608130 0.384495
C15 -0.017925 2.428626 -2.204418
C16 -0.935285 3.408085 -2.564454
C17 -0.740735 4.729429 -2.190422
C18 0.378801 5.081873 -1.452148
C19 1.305340 4.112309 -1.097141
C20 1.108876 2.793706 -1.475391
H8 -0.896759 0.925281 -3.454134
H9 0.697705 0.503620 -2.827427
H10 -2.499234 -0.230333 -2.667188
H11 -4.565516 -1.884750 -1.700576
H12 -4.754992 -3.386642 0.519627
H13 -2.491232 -2.912541 1.936046
H14 -1.812789 3.131951 -3.138057
H15 -1.462231 5.483260 -2.477223
H16 0.533821 6.111864 -1.158704
H17 2.183681 4.384217 -0.526585
H18 1.838823 2.037873 -1.207112

Force components x, y, z for each atom (eV/Å):
Au 0.453 0.151 -0.066
N 0.017 0.073 0.108
C 0.131 -0.081 0.061
S -0.271 0.111 0.098
N -0.110 0.095 -0.143
N 0.003 -0.061 0.077
C -0.017 0.049 -0.102
C -0.006 0.029 -0.087
C 0.059 -0.086 -0.083
C 0.000 0.001 0.130
C -0.029 0.035 -0.095
C 0.061 -0.080 0.099
C 0.046 0.202 0.057
O -0.249 -0.350 0.015
H 0.000 -0.013 -0.009
H -0.029 -0.002 -0.007
H -0.010 -0.020 -0.008
H 0.002 0.004 0.016
H -0.002 -0.001 0.001
H 0.008 -0.012 0.002
H -0.021 0.029 -0.010
C -0.052 -0.030 -0.003
N 0.049 0.224 -0.112
C 0.046 -0.079 0.020
C 0.083 -0.081 0.161
C -0.031 0.058 -0.093
C -0.053 -0.037 -0.010
C -0.032 0.026 0.012
N -0.070 -0.103 -0.096
C 0.052 0.008 -0.032
C -0.053 -0.042 0.061
C -0.021 0.004 -0.005
C 0.014 0.028 0.014
C 0.015 -0.002 0.020
C 0.034 -0.007 -0.060
H 0.045 0.021 -0.016
H 0.003 -0.008 0.062
H -0.070 -0.053 0.019
H -0.001 0.004 -0.023
H -0.005 -0.009 0.015
H 0.016 -0.006 0.014
H -0.008 0.005 -0.007
H -0.004 0.006 -0.001
H -0.005 0.008 0.000
H 0.008 0.002 0.004
H 0.005 -0.009 0.001

(3)
Molecular formula: C38H33N8O7W
Method: DFT, the ωB97M-V functional and the def2-TZVPD basis

Its HOMO energy (alpha / beta) is -9.70 / -9.70 eV. The charge is +1.

Cartesian coordinates (Å):
W1 0.480478 0.082913 0.742402
C1 -0.571346 4.710781 -5.614478
O1 0.382368 3.938969 -4.892731
C2 1.134492 4.577396 -3.961362
C3 0.929450 5.887978 -3.552579
C4 1.748712 6.432201 -2.568486
C5 2.731763 5.666939 -1.974608
C6 2.971099 4.364823 -2.427542
C7 2.174953 3.820345 -3.409648
N1 3.538392 6.336672 -0.963966
N2 3.881200 5.763829 0.075502
C8 3.479365 4.428739 0.358036
C9 4.440632 3.483501 0.563603
C10 4.114376 2.120455 0.774775
C11 2.805291 1.764053 0.796000
O2 2.315865 0.473124 0.950729
C12 1.790783 2.743014 0.666048
N3 0.517789 2.262941 0.708016
C13 -0.471723 3.133993 0.700842
C14 -0.255244 4.521680 0.621572
C15 1.019859 4.998529 0.502794
C16 2.099434 4.086170 0.505143
H1 -1.001435 4.041305 -6.352624
H2 -0.092365 5.548945 -6.124069
H3 -1.359437 5.085387 -4.956712
H4 0.156102 6.498358 -3.993749
H5 1.618423 7.461479 -2.258050
H6 3.796218 3.792791 -2.024505
H7 2.353268 2.823075 -3.789769
H8 5.477701 3.788249 0.505979
H9 4.882267 1.364137 0.906809
H10 -1.475196 2.730719 0.742612
H11 -1.100337 5.193711 0.649459
H12 1.194865 6.062494 0.422853
O3 -0.532130 0.147086 7.713907
C17 -1.446997 0.159603 6.880830
O4 -2.683460 0.178675 6.945585
C18 -0.948056 0.170965 5.415125
C19 0.407756 0.115336 5.118641
C20 0.832866 0.089332 3.802701
N4 -0.042461 0.125022 2.790033
C21 -1.360155 0.190369 3.068173
C22 -1.849569 0.209510 4.348596
C23 -2.214480 0.224334 1.848811
O5 -3.393831 0.236215 1.803678
O6 -1.435386 0.215143 0.673215
H13 1.100009 0.072138 5.950555
H14 1.877268 0.017455 3.531268
H15 -2.911771 0.256549 4.554968
C24 0.248427 -4.220080 1.680227
C25 0.066641 -2.854877 1.663872
N5 0.741563 -2.057802 0.811456
C26 1.645246 -2.609894 -0.004457
C27 1.934179 -3.962397 -0.010041
C28 1.192291 -4.783635 0.831574
C29 2.991951 -4.493263 -0.890843
C30 4.198423 -3.954796 -1.089972
C31 4.755428 -2.742873 -0.450508
C32 5.794466 -2.050922 -1.061695
C33 6.220460 -0.887098 -0.440155
N6 5.681726 -0.453005 0.695642
C34 4.747741 -1.228130 1.229984
N7 4.242301 -2.342566 0.720470
H16 -0.326154 -4.829043 2.363955
H17 -0.625476 -2.366797 2.336220
H18 2.154176 -1.941683 -0.682553
H19 1.368151 -5.852268 0.843059
H20 2.751060 -5.412232 -1.414535
H21 4.864921 -4.444403 -1.791413
H22 6.237951 -2.390944 -1.987043
H23 7.000229 -0.271958 -0.876454
H24 4.338457 -0.899716 2.181390
C35 -2.045630 -1.548576 -1.948502
N8 -1.695939 -0.210637 -2.432716
C36 -2.729792 0.495476 -3.189866
C37 -0.571038 0.379410 -2.075641
C38 -0.279982 1.777614 -2.549090
O7 0.258741 -0.264446 -1.329251
H25 -2.370963 -2.152502 -2.793109
H26 -2.851927 -1.469953 -1.218963
H27 -1.177136 -2.004784 -1.483914
H28 -3.448692 -0.237285 -3.543261
H29 -2.302747 1.008991 -4.047729
H30 -3.246616 1.215201 -2.553538
H31 -0.251467 1.823361 -3.640696
H32 0.679381 2.101932 -2.159462
H33 -1.054019 2.473155 -2.216424

Force components x, y, z for each atom (eV/Å):
W -0.078 -0.543 -0.274
C 0.006 0.013 0.004
O -0.024 0.026 -0.069
C -0.010 -0.128 -0.007
C -0.005 0.033 0.071
C -0.062 0.007 -0.082
C 0.498 0.040 0.244
C 0.063 0.059 0.015
C 0.023 0.241 -0.054
N -0.455 -0.142 -0.315
N 0.193 0.226 0.034
C -0.306 -0.239 0.199
C 0.070 -0.105 -0.046
C 0.062 0.001 0.162
C -0.296 -0.015 -0.029
O -0.080 0.779 -0.310
C 0.309 -0.459 0.094
N -0.080 0.136 0.030
C -0.169 0.171 -0.060
C -0.023 -0.204 0.026
C 0.049 -0.003 -0.045
C 0.088 0.513 -0.050
H -0.012 -0.004 -0.009
H 0.004 -0.013 0.013
H 0.008 -0.009 0.001
H -0.007 0.003 -0.010
H 0.019 -0.012 0.005
H -0.057 -0.002 -0.067
H 0.035 0.020 -0.030
H 0.018 -0.053 0.027
H -0.010 0.304 -0.011
H -0.023 0.003 0.009
H -0.034 -0.038 -0.001
H 0.080 0.008 0.007
O -0.089 -0.054 -0.029
C -0.109 0.144 0.031
O -0.026 -0.045 0.208
C 0.218 -0.087 -0.374
C -0.037 -0.009 0.017
C -0.071 -0.133 0.188
N 0.138 0.031 0.014
C -0.008 0.087 -0.199
C -0.092 0.088 0.146
C 0.562 -0.019 -0.309
O -0.440 0.044 -0.126
O -0.217 -0.045 0.802
H 0.017 0.041 -0.020
H 0.043 0.027 0.011
H 0.016 -0.034 0.036
C -0.034 0.085 0.026
C -0.012 -0.108 0.114
N 0.133 -0.023 -0.040
C -0.243 0.037 -0.136
C 0.008 -0.193 0.067
C 0.072 0.087 -0.096
C 0.164 0.048 0.020
C -0.101 -0.029 0.007
C -0.090 -0.230 -0.026
C 0.011 0.131 0.151
C -0.063 -0.052 -0.176
N 0.366 -0.341 -0.035
C -0.186 -0.144 0.159
N 0.414 0.205 0.018
H 0.004 0.026 -0.014
H -0.028 -0.035 0.013
H -0.076 0.053 -0.078
H -0.002 0.011 -0.010
H 0.035 -0.009 0.028
H -0.050 0.004 -0.016
H -0.010 -0.011 0.009
H 0.004 -0.032 0.019
H 0.024 -0.056 -0.046
C 0.062 0.032 0.046
N 0.350 0.192 0.180
C 0.039 0.015 -0.018
C -0.219 -0.216 0.088
C -0.029 -0.338 0.094
O -0.154 0.344 -0.258
H -0.011 0.001 -0.006
H -0.003 0.004 -0.022
H -0.061 0.012 -0.036
H -0.008 0.016 -0.021
H 0.000 -0.006 -0.005
H -0.002 -0.024 0.001
H 0.020 -0.003 0.076
H -0.005 -0.044 0.047
H -0.016 -0.053 0.009

(4)
Molecular formula: C7H10
Method: DFT, the ωB97M-V functional and the def2-TZVPD basis

As for the SMILES: C#CC[C@@H]1C[C@@H]1C. Its HOMO energy is -8.62 eV. The calculation puts the energy above the lowest of the compared OMol25 structures with the same formula, charge and spin at 4.315 eV. The charge is 0.

Cartesian coordinates (Å):
C1 -2.491532 -0.180355 -0.891147
C2 -1.338597 -0.498470 -1.007736
C3 0.025325 -0.940414 -1.312962
C4 0.808258 0.236500 -0.807295
C5 1.881102 0.237360 0.187174
C6 0.203726 0.809255 0.413505
C7 -0.331219 0.153600 1.674759
H1 -3.477441 0.174965 -0.714284
H2 0.271980 -1.856567 -0.767662
H3 0.140960 -1.136941 -2.380273
H4 0.962235 1.036830 -1.529859
H5 2.797172 0.821796 0.039928
H6 2.087477 -0.705581 0.718745
H7 -0.263624 1.802989 0.284154
H8 0.200564 0.694061 2.462555
H9 -1.404968 0.255888 1.895130
H10 -0.071420 -0.904914 1.735268

Force components x, y, z for each atom (eV/Å):
C 0.271 0.118 0.132
C -1.209 -1.185 -1.190
C -0.223 -0.231 -0.076
C -0.433 -0.011 -0.350
C -0.718 0.720 0.689
C 2.189 0.654 0.859
C 0.259 -0.171 0.040
H -0.029 -0.050 -0.019
H -0.064 0.072 -0.021
H 0.019 -0.056 0.037
H -0.269 -0.221 -0.189
H -0.668 0.114 0.027
H -0.479 0.609 0.019
H 1.306 -0.084 0.254
H -0.186 -0.373 0.285
H 0.266 0.070 -0.592
H -0.034 0.024 0.095

(5)
Molecular formula: C6H9NO
Method: DFT, the ωB97M-V functional and the def2-TZVPD basis

Its HOMO energy is -8.54 eV. The calculation puts the energy above the lowest of the compared OMol25 structures with the same formula, charge and spin at 2.415 eV. The charge is 0.

Cartesian coordinates (Å):
C1 0.104568 -0.226971 0.012615
C2 0.123719 0.333553 1.815760
C3 0.158054 1.147182 0.512634
C4 0.553894 -0.728198 -1.097454
C5 -1.094258 2.072101 0.243654
C6 0.624980 -2.099513 -1.547368
N1 -0.330500 -0.760892 1.182258
O1 0.473755 0.437850 2.937366
H1 1.028976 1.887047 0.408325
H2 1.073085 0.045503 -1.657870
H3 -1.034193 2.772937 -0.686146
H4 -1.055938 2.796992 1.139100
H5 -1.917842 1.429029 0.163868
H6 1.262464 -2.236539 -2.368574
H7 -0.270872 -2.496991 -1.818362
H8 0.924508 -2.701147 -0.579961
H9 -0.624399 -1.671945 1.340158

Force components x, y, z for each atom (eV/Å):
C 0.128 -0.107 -3.048
C -0.412 1.351 1.789
C 0.800 3.348 0.534
C 0.855 1.680 -1.617
C 2.405 2.023 0.588
C 1.699 -1.143 3.722
N -0.952 -0.240 -1.017
O 0.461 0.862 1.832
H -0.626 -1.847 -0.004
H -0.286 -0.169 -0.511
H 0.242 -1.660 1.432
H -0.822 -1.151 -1.269
H -1.649 -0.369 0.183
H 1.283 -0.320 -0.767
H -2.851 -1.049 -0.816
H -0.074 0.461 -2.036
H -0.201 -1.670 1.004

(6)
Molecular formula: C3HgO4
Method: DFT, the ωB97M-V functional and the def2-TZVPD basis

Its HOMO energy (alpha / beta) is -6.67 / -6.67 eV. The calculation puts the energy above the lowest of the compared OMol25 structures with the same formula, charge and spin at 0.000 eV. The charge is 0.

Cartesian coordinates (Å):
C1 -2.818504 -0.598644 0.195386
C2 -1.841830 0.229392 0.169379
O1 -3.334809 -1.636419 -0.224370
O2 -1.538544 1.553031 -0.100090
O3 1.993731 0.100919 0.020647
C3 3.147140 -0.080629 0.018390
O4 4.279137 -0.249787 0.008838
Hg1 0.113682 0.682140 -0.088180

Force components x, y, z for each atom (eV/Å):
C -0.299 -3.016 -2.801
C -1.452 -1.041 0.938
O 0.082 2.202 1.968
O -3.897 3.693 -0.147
O 2.739 -0.759 0.081
C 0.208 0.158 -0.117
O -0.140 -0.096 0.060
Hg 2.759 -1.140 0.017